Entry from the Open Molecules 2025 dataset: a 4-piece molecular cluster, C19H34FNO11S4 overall at a distorted geometry (wB97M-V/def2-TZVPD).

Each line ends with the Mulliken charge.
Geometry (Å):
C (0.633, 4.948, -3.469)  -0.83
H (4.897, -5.224, -0.192)  0.40
H (-0.730, 6.103, -4.693)  0.33
C (-0.372, 0.946, -0.032)  -0.08
H (-3.611, 0.027, 0.083)  0.55
H (-5.581, -0.431, -0.896)  0.32
C (-8.212, -0.280, -1.387)  -1.41
O (3.146, -8.476, 2.537)  -0.66
C (-5.691, 2.666, 0.445)  -0.13
O (2.265, -0.606, 4.555)  -0.28
C (5.120, -7.118, 0.791)  -0.36
H (1.572, 4.900, -8.900)  0.37
H (2.784, 1.971, 4.987)  0.33
S (2.770, 0.292, 3.352)  1.17
H (4.124, -5.294, 1.395)  0.27
C (-7.041, 2.926, 0.261)  -0.74
H (1.535, -2.399, 5.142)  0.29
H (0.310, 3.987, -3.863)  0.29
H (5.949, -7.417, 0.153)  0.27
O (-3.884, 3.725, -1.679)  -0.55
O (4.037, -6.507, 3.749)  -0.54
O (-0.688, 5.121, -7.060)  -0.65
H (-7.803, -1.274, -1.229)  0.38
H (5.244, -9.801, 3.807)  0.33
C (3.517, -2.724, 4.376)  -0.84
O (1.118, 6.002, -5.649)  -0.25
H (-8.911, 2.189, -0.475)  0.41
C (2.303, 1.850, 4.021)  -0.96
H (4.056, -2.464, 5.287)  0.28
H (-9.189, -0.262, -0.908)  0.38
H (-5.090, 3.421, 0.928)  0.39
S (4.244, -7.786, 3.142)  1.17
O (4.194, 0.224, 3.265)  -0.61
H (2.652, 2.611, 3.327)  0.37
H (1.705, 4.885, -3.281)  0.30
C (-7.862, 1.976, -0.329)  -0.60
H (3.384, -3.806, 4.337)  0.30
H (2.724, 5.598, -7.731)  0.31
H (1.335, 6.571, -8.314)  0.31
H (4.137, -2.427, 3.532)  0.30
N (-2.718, 1.653, -0.825)  -0.01
C (-1.457, 1.273, -0.401)  -0.66
C (5.059, -8.844, 4.285)  -0.96
C (-5.972, 0.523, -0.564)  -0.72
O (1.186, 3.649, -6.379)  -0.60
H (1.221, 1.885, 4.112)  0.32
H (4.393, -8.964, 5.137)  0.37
C (-3.688, 1.102, 0.211)  -1.07
H (0.116, 5.118, -2.529)  0.35
C (-5.136, 1.466, 0.026)  0.78
H (5.875, -5.162, 1.288)  0.27
O (5.426, -7.679, 2.088)  -0.27
H (-3.307, 1.325, 1.206)  0.41
H (-8.334, -0.092, -2.451)  0.29
O (-1.446, 3.709, -1.543)  -0.47
S (-2.703, 3.326, -1.018)  1.13
H (-7.449, 3.872, 0.586)  0.40
F (-2.760, 3.838, 0.455)  -0.25
C (1.688, 5.576, -8.057)  -0.93
C (-7.333, 0.761, -0.741)  0.59
H (0.478, 0.678, 0.550)  0.65
C (0.330, 6.072, -4.436)  -0.47
H (0.586, 7.033, -3.993)  0.28
C (2.170, -2.035, 4.338)  -0.39
H (4.217, -7.587, 0.396)  0.34
S (0.697, 4.940, -6.749)  1.22
H (1.649, -2.226, 3.399)  0.29
C (4.996, -5.609, 0.823)  -0.96
O (1.971, 0.002, 2.198)  -0.61
H (5.987, -8.373, 4.596)  0.32

Properties
Frontier orbital gap: 9.73 eV
LUMO energy: 0.0182 Eh
Highest occupied orbital energy: -9.23 eV
SMILES: C#CN(Cc1cccc(C)c1)S(=O)(=O)F.CCOS(C)(=O)=O.CCOS(C)(=O)=O.CCOS(C)(=O)=O

***

Entry from the Open Molecules 2025 dataset: an isolated ion of composition C19H34NO2S and charge +1 at a distorted geometry (wB97M-V/def2-TZVPD).

Each line ends with the Mulliken charge.
Geometry (Å):
C (4.555, -0.378, -0.896)  -0.06
H (1.506, 5.789, -1.027)  0.25
H (3.546, 0.431, 1.599)  0.30
C (3.362, -0.151, -1.517)  -2.52
C (1.323, -0.341, -0.245)  0.41
H (-4.518, -2.280, 0.841)  0.38
N (4.168, -1.197, 0.495)  -0.13
H (4.801, -3.327, -0.252)  0.32
H (-0.529, -0.126, 1.064)  -0.44
H (3.154, -1.608, 0.174)  0.33
H (-2.129, 0.765, -0.692)  0.19
H (3.019, 4.764, -0.912)  0.29
C (-3.172, 0.489, -0.464)  -1.66
C (4.069, -0.607, 1.881)  -1.06
H (-3.789, 0.651, -1.077)  1.20
H (3.719, -1.187, 2.466)  0.49
H (-4.408, -1.829, -2.365)  0.29
C (-2.429, 1.794, 1.920)  -0.98
H (-5.763, -0.349, -0.857)  0.51
H (4.498, -3.245, 1.517)  0.32
C (-4.486, -1.207, 0.503)  -0.94
O (1.456, -1.495, 0.017)  -0.38
H (0.606, -3.391, 0.432)  0.29
H (-1.928, 1.019, 2.007)  0.47
C (1.097, 2.572, -0.286)  0.65
C (4.938, -2.558, 0.693)  -0.92
H (-3.585, 2.583, 0.312)  0.45
H (-2.737, 2.533, 2.511)  0.46
H (-2.745, -0.845, 1.095)  0.16
H (1.830, 4.414, -2.376)  0.28
C (0.123, 2.116, 0.349)  1.64
H (5.998, -2.162, 0.888)  0.42
O (1.040, 3.779, -0.411)  -0.44
C (0.161, 0.638, 0.366)  -0.27
H (-0.436, -2.201, 0.149)  0.72
C (-5.511, -1.297, -0.614)  -1.06
H (-4.469, 1.430, 1.288)  0.58
H (-4.999, -3.080, -1.245)  0.30
H (3.667, 0.360, -2.252)  0.87
C (2.289, 0.591, -0.849)  0.03
H (5.337, -1.278, -1.205)  0.43
C (2.179, 1.872, -1.139)  -0.90
S (-0.984, 2.930, 1.026)  -0.42
H (0.124, -2.029, 1.835)  0.31
H (2.968, -1.189, -1.685)  0.31
H (2.816, 2.490, -1.447)  1.00
H (5.074, 0.412, -0.312)  0.40
H (-5.954, -2.282, -2.396)  0.52
C (-5.210, -2.165, -1.705)  -1.36
H (5.203, -0.316, 2.083)  0.38
H (-5.016, -0.656, 1.308)  0.30
H (-2.814, -1.331, -0.729)  0.30
C (0.296, -2.179, 0.627)  -1.35
C (-3.194, -0.820, 0.137)  0.43
C (-3.548, 1.602, 0.837)  -0.92
C (1.855, 4.665, -1.152)  -0.78
H (-6.426, -1.588, -0.310)  0.60

Properties
ΔE to the lowest compared entry with this formula, charge and spin: 456.4 kcal/mol
Net charge: +1
Frontier orbital gap: 7.17 eV
LUMO energy: -0.0894 Eh
Highest occupied orbital energy: -9.60 eV
SMILES: CCCCCCCSc1cc(OC)c(CC[NH+](C)C)cc1OC